# 1
A 2-piece molecular cluster, C5H7NOS2 overall in a non-equilibrium geometry, computed with ωB97M-V/def2-TZVPD.

CARTESIAN COORDINATES (ANGSTROEM)
C: 2.344 0.818 0.667
C: 1.298 0.910 1.450
C: 1.084 -0.362 -2.079
C: -0.268 0.503 -0.262
C: -2.382 -1.071 0.444
N: 0.308 0.295 -1.309
O: -2.215 1.430 1.254
S: 1.507 -1.955 -1.892
S: -2.012 0.770 -0.018
H: 3.384 0.755 1.197
H: 2.187 0.702 -0.340
H: 0.941 1.034 2.449
H: 1.479 0.264 -2.925
H: -3.465 -1.091 0.442
H: -2.013 -1.398 1.441
H: -2.176 -1.605 -0.519

Properties
HOMO (spin up / spin down)	-8.3 / -8.3	eV

---

# 2
H20O26S4Zn4 as an isolated structure in a non-equilibrium geometry, computed with ωB97M-V/def2-TZVPD.

CARTESIAN COORDINATES (ANGSTROEM)
Zn: 0.421 2.799 1.503
Zn: -2.708 -1.641 1.509
Zn: 2.022 -1.888 1.718
Zn: 1.442 0.260 -2.438
S: -0.122 -0.030 0.143
O: -1.291 -0.799 0.566
O: -0.026 0.027 -1.338
O: -0.291 1.347 0.605
O: 1.063 -0.609 0.678
S: 3.641 -1.798 -1.080
O: 4.157 -2.913 -1.828
O: 2.505 -1.177 -1.759
O: 3.228 -2.289 0.239
O: 4.696 -0.782 -0.951
S: 2.997 2.441 -0.624
O: 4.186 1.888 -0.010
O: 3.146 3.773 -1.169
O: 2.520 1.554 -1.656
O: 1.978 2.605 0.381
S: -0.527 -1.680 3.936
O: 0.631 -1.545 3.137
O: -0.231 -2.835 4.771
O: -0.663 -0.538 4.838
O: -1.770 -1.921 3.159
O: 0.390 1.531 -3.529
H: 0.575 2.463 -3.412
H: -0.442 1.509 -4.003
O: -1.239 2.978 2.701
H: -2.185 3.119 2.739
H: -0.953 3.021 3.613
O: 0.535 -1.316 -3.698
H: -0.009 -2.103 -3.737
H: 1.037 -1.330 -4.512
O: -0.392 4.174 0.158
H: -0.783 3.921 -0.678
H: -0.769 5.033 0.349
O: -2.110 -3.440 0.407
H: -2.521 -3.155 -0.409
H: -1.944 -4.374 0.278
O: -2.707 2.204 -0.505
H: -2.362 2.483 -1.353
H: -2.060 1.580 -0.176
O: -3.922 -1.209 -0.182
H: -3.602 -1.150 -1.082
H: -4.867 -1.077 -0.254
O: 1.154 1.316 2.785
H: 2.086 1.119 2.878
H: 0.715 0.482 2.954
O: -2.301 -0.457 -2.500
H: -2.237 -0.439 -3.455
H: -1.418 -0.246 -2.197
O: 0.770 -3.437 0.922
H: 0.619 -4.382 0.943
H: -0.062 -3.067 0.628

Properties
HOMO	-6.5	eV

---

The records above yield energy above the lowest of the compared OMol25 structures with the same formula, charge and spin values of 593.4, 0.0 kJ/mol, respectively.